# 1
{
  "formula": "C4H4O2S",
  "method": "wB97M-V/def2-TZVPD",
  "elements": ["C", "C", "C", "C", "H", "H", "H", "H", "O", "O", "S"],
  "xyz": [[2.1814, 0.7508, 0.5163], [1.2515, -0.1574, 0.2999], [-1.0268, -0.4851, -0.5142], [-2.4160, 0.0216, -0.2323], [3.2362, 0.5193, 0.5072], [1.9562, 1.7812, 0.7128], [1.5094, -1.2098, 0.2957], [-3.1666, -0.5564, -0.8278], [-0.1160, 0.1373, 0.2678], [-2.6764, 0.8493, 0.5668], [-0.7329, -1.6508, -1.5923]],
  "forces_ev_per_angstrom": [[-0.24, 0.50, -0.02], [-0.17, -0.81, 0.00], [1.91, 0.07, 0.53], [-0.35, -1.47, -0.94], [-0.12, -0.46, 0.18], [-0.29, 0.37, -0.23], [-0.30, -0.06, -0.50], [0.15, 0.43, 0.17], [-0.19, 0.35, 0.01], [-0.28, 1.02, 0.79], [-0.12, 0.06, 0.01]],
  "smiles": "C=COC(=S)C=O",
  "gap_ev": 8.502,
  "de_lowest_kcal_mol": 46.7,
  "total_energy_ev": -19140.968,
  "total_charge": 0,
  "multiplicity": 1
}

***

# 2
{
  "formula": "C20H15ClF5NO6Tc",
  "method": "wB97M-V/def2-TZVPD",
  "elements": ["Tc", "O", "Cl", "O", "O", "O", "N", "C", "C", "C", "C", "C", "C", "H", "H", "H", "H", "H", "H", "H", "F", "C", "C", "F", "C", "F", "C", "O", "C", "F", "C", "F", "C", "O", "H", "H", "H", "C", "C", "C", "C", "C", "C", "C", "H", "H", "H", "H", "H"],
  "xyz": [[0.7247, 0.3919, 0.2471], [0.0624, -3.2161, 1.6151], [-0.8873, -2.1789, 1.4611], [-0.4769, -1.0848, 2.6096], [-0.8072, 0.9005, 1.4059], [-0.6862, -1.3777, 0.2324], [-0.6852, 1.0219, -1.1795], [-0.6707, 2.4235, -1.5804], [-1.1839, 3.3768, -0.7158], [-1.1398, 4.7104, -1.0881], [-0.5839, 5.0787, -2.3056], [-0.0748, 4.1111, -3.1589], [-0.1155, 2.7736, -2.7970], [-1.5868, 0.7774, -0.7715], [-0.5612, 0.4363, -2.0062], [-1.6097, 3.0789, 0.2343], [-1.5440, 5.4639, -0.4260], [-0.5530, 6.1209, -2.5922], [0.3524, 4.3961, -4.1106], [0.2845, 2.0142, -3.4586], [1.4033, -2.7904, -5.8024], [1.4897, -2.3236, -4.5683], [1.9083, -1.0214, -4.3463], [2.2268, -0.2366, -5.3674], [1.9909, -0.5459, -3.0509], [2.4089, 0.7074, -2.8354], [1.6563, -1.3376, -1.9551], [1.7648, -0.8669, -0.6910], [1.2489, -2.6455, -2.1996], [0.9417, -3.4424, -1.1823], [1.1625, -3.1347, -3.4924], [0.7617, -4.3799, -3.7026], [3.2750, 1.6799, 0.0179], [1.8622, 1.7398, -0.1825], [3.6559, 0.7559, -0.4240], [3.5546, 1.7037, 1.0714], [3.7105, 2.5366, -0.4923], [-0.0264, 0.2466, 2.2077], [0.6100, 0.8637, 3.4118], [0.1423, 0.5199, 4.6800], [0.6767, 1.1383, 5.7967], [1.6760, 2.0923, 5.6597], [2.1331, 2.4411, 4.3985], [1.5973, 1.8298, 3.2761], [-0.6347, -0.2220, 4.7935], [0.3093, 0.8738, 6.7788], [2.0933, 2.5688, 6.5363], [2.9028, 3.1923, 4.2859], [1.9289, 2.1318, 2.2940]],
  "forces_ev_per_angstrom": [[0.02, -0.06, 0.25], [-0.01, 0.06, -0.01], [0.01, -0.01, -0.11], [0.05, 0.25, 0.06], [0.24, -0.07, -0.18], [-0.08, -0.17, -0.10], [0.01, -0.05, 0.00], [0.04, 0.09, 0.11], [-0.01, -0.08, 0.03], [-0.01, 0.03, -0.01], [0.00, 0.00, 0.00], [-0.01, 0.02, -0.01], [0.01, -0.06, -0.02], [-0.03, 0.02, -0.07], [-0.05, -0.02, 0.02], [0.00, 0.02, 0.00], [0.00, -0.01, 0.01], [0.00, 0.00, 0.00], [0.00, -0.01, 0.00], [0.01, 0.01, -0.01], [0.00, -0.01, -0.01], [0.00, -0.01, 0.01], [-0.01, -0.03, 0.00], [0.00, 0.01, 0.01], [0.02, 0.10, 0.07], [0.00, -0.03, -0.04], [0.05, 0.03, -0.04], [-0.23, -0.13, -0.10], [0.00, -0.03, 0.00], [-0.01, -0.01, 0.02], [-0.01, -0.02, 0.00], [0.01, 0.00, 0.00], [0.15, 0.08, 0.08], [0.07, 0.12, -0.03], [-0.03, 0.02, -0.05], [-0.06, 0.01, 0.06], [-0.02, -0.01, 0.01], [-0.16, -0.07, 0.15], [-0.01, -0.06, -0.03], [0.07, -0.09, -0.02], [0.01, 0.02, 0.02], [0.00, 0.00, 0.00], [-0.01, 0.00, 0.00], [-0.04, 0.11, -0.06], [0.01, 0.01, 0.02], [0.00, 0.00, 0.00], [0.00, -0.01, 0.00], [0.00, 0.00, 0.00], [0.02, 0.03, -0.05]],
  "gap_ev": 7.493,
  "de_lowest_kcal_mol": 0.0,
  "total_energy_ev": -63052.456,
  "total_charge": 1,
  "multiplicity": 1
}

***

# 3
{
  "formula": "C3H5N3",
  "method": "wB97M-V/def2-TZVPD",
  "elements": ["C", "N", "C", "N", "C", "N", "H", "H", "H", "H", "H"],
  "xyz": [[1.7205, -0.5038, 0.1556], [0.4276, 0.0443, 0.3700], [-0.7790, 0.1124, -0.0721], [-1.1756, 1.3908, 0.1068], [-1.7069, -0.8802, -0.6041], [-2.5041, -1.6367, -0.9680], [1.8025, -1.5592, -0.1142], [2.2285, 0.1016, -0.6120], [2.2600, -0.3338, 1.0930], [-0.1471, 1.5147, 0.5553], [-2.1265, 1.7499, 0.0897]],
  "forces_ev_per_angstrom": [[0.18, -0.40, -0.01], [-0.04, -0.45, -0.17], [0.72, -0.26, 0.21], [0.22, 0.06, -0.08], [-0.46, -0.71, -0.41], [0.93, 0.77, 0.36], [-0.19, -0.07, -0.05], [-0.10, -0.23, 0.11], [0.12, -0.23, -0.22], [-1.83, 1.66, -0.09], [0.44, -0.14, 0.34]],
  "smiles": "C/N=C(/N)C#N",
  "gap_ev": 9.572,
  "de_lowest_kcal_mol": 68.1,
  "total_energy_ev": -7659.503,
  "total_charge": 0,
  "multiplicity": 1
}

***

Calculated M in order - 116.1, 593.8, 83.1 u